Formula: C5H9CsO3
Source: the Open Molecules 2025 dataset
Level of theory: ωB97M-V with the def2-TZVPD basis set

Output
E_LUMO (spin up / spin down): -3.6 / -4.1 eV
charge: +1
molar mass: 250.029 g/mol
⟨S²⟩: 0.75
relative energy (zero: lowest compared OMol25 entry of this formula, charge and spin): 0.0 kcal/mol
frontier orbital gap (spin up / spin down): 0.28897 / 0.26918 Ha
multiplicity: 2

Last column: Löwdin spin population.
Cartesian coordinates (Å):
O -2.49654 1.84666 0.06456  0.16
C -1.93085 1.29006 1.10573  0.53
O -2.52545 1.14206 2.13886  0.25
Cs -5.66993 2.01803 2.68599  0.02
O 2.15090 -2.62606 0.60298  0.00
C 2.87966 -3.47897 1.06997  0.00
C -1.75696 2.05224 -1.17647  0.02
H -0.71470 1.77441 -0.98580  0.01
H -2.19598 1.36012 -1.90350  0.00
C -1.89526 3.49043 -1.60620  0.00
H -2.94881 3.75568 -1.76604  0.00
H -1.45309 4.16740 -0.86482  0.00
H -1.36336 3.61923 -2.55818  0.00
C 4.09752 -4.00165 0.39577  0.00
H 2.60560 -3.95998 2.03472  0.00
H 4.00744 -5.09500 0.30452  0.00
H 4.96615 -3.81246 1.04571  0.00
H 4.24367 -3.54220 -0.58780  0.00